# 1
{"formula": "C2H9N3O", "method": "wB97M-V/def2-TZVPD", "elements": ["O", "N", "N", "N", "C", "C", "H", "H", "H", "H", "H", "H", "H", "H", "H"], "xyz": [[5.099, 1.469, -0.313], [3.990, -0.529, -0.729], [-4.290, -0.495, 0.186], [-2.337, 0.947, 0.431], [5.058, 0.314, -0.650], [-2.854, -0.423, 0.366], [-2.489, 1.314, 1.366], [-4.703, 0.126, 0.885], [-2.402, -0.989, -0.444], [-1.319, 0.914, 0.377], [4.190, -1.469, -0.422], [-4.452, 0.100, -0.631], [3.079, -0.188, -0.457], [-2.498, -0.994, 1.233], [5.928, -0.098, -1.198]], "multiplicity": 1, "smiles": "NC=O.NCN", "total_charge": 0, "relative_energy_kcal_mol": 24.6, "orbital_gap_ev": 10.4}

# 2
{"formula": "C16H22Cl2O2STc", "method": "wB97M-V/def2-TZVPD", "elements": ["Tc", "Cl", "Cl", "S", "O", "O", "C", "C", "C", "C", "C", "C", "C", "C", "C", "C", "C", "C", "C", "C", "C", "C", "H", "H", "H", "H", "H", "H", "H", "H", "H", "H", "H", "H", "H", "H", "H", "H", "H", "H", "H", "H", "H", "H"], "xyz": [[0.580, 1.643, 0.133], [0.071, 3.727, 0.967], [-1.911, 1.397, 1.181], [0.786, 0.921, 2.870], [2.116, 3.050, -0.934], [2.387, 1.169, 0.573], [-0.409, -0.916, -1.525], [-0.804, 2.712, -2.302], [-0.051, -2.838, 3.783], [-0.938, -2.301, -1.509], [2.110, -1.441, -1.601], [-1.931, -1.473, 4.512], [1.021, 0.903, -1.824], [-0.081, -0.445, 3.341], [-2.667, 0.187, -1.939], [0.941, -0.559, -1.643], [-1.357, -0.348, 3.934], [2.101, 1.531, -2.606], [-1.298, -2.717, 4.438], [-1.210, 0.224, -1.657], [-0.377, 1.422, -1.750], [0.550, -1.724, 3.195], [-1.830, -2.365, -0.866], [-1.836, 0.616, 3.898], [-3.140, 1.153, -1.776], [2.702, 0.608, 1.299], [-1.243, -2.700, -2.490], [-2.878, -1.369, 5.027], [-1.733, 3.029, -1.842], [-2.857, -0.103, -2.986], [1.888, 1.709, -3.670], [-0.976, 2.629, -3.368], [0.481, -3.797, 3.732], [2.757, 3.446, -0.298], [1.962, -2.302, -0.936], [3.030, 0.958, -2.543], [-3.192, -0.554, -1.326], [-0.059, 3.469, -2.122], [-1.748, -3.602, 4.877], [1.502, -1.756, 2.664], [2.989, -0.905, -1.218], [2.402, -1.864, -2.574], [2.347, 2.579, -2.011], [-0.197, -3.002, -1.109]], "multiplicity": 4, "total_charge": -2, "orbital_gap_ev": [5.2, 6.1]}